Density functional theory data (wB97M-V/def2-TZVPD) for a molecular structure, C25H32BN9PTi in a non-equilibrium geometry.

Last column: Mulliken spin population.
Positions of all 69 atoms, in Å:
C  0.6003  -2.5955  0.7962  0.020
C  4.1358  0.1061  -0.8314  -0.002
C  -0.1584  -5.4270  -1.2654  -0.001
H  0.7390  5.0737  -0.2821  0.003
C  1.1387  -1.8832  2.0047  -0.001
N  0.5477  -3.9427  0.6704  0.002
C  -1.4004  -0.3674  2.3809  0.090
H  -5.9096  -3.4299  1.4362  0.000
H  0.6772  -2.2912  2.9094  0.000
C  -2.7340  -1.3197  0.9629  0.032
H  -4.7703  1.9347  -3.8149  0.000
B  1.5468  2.6824  -1.5386  -0.006
N  2.4261  1.4747  -1.1317  -0.002
H  4.3638  2.2701  -1.3505  0.002
C  3.7597  1.4064  -1.1310  0.025
N  0.9190  -0.4246  1.9131  0.043
C  2.9325  -0.5639  -0.6503  0.023
C  0.0887  -4.2315  -0.6043  -0.013
H  -0.0058  -6.3850  -0.7860  0.000
H  -1.2043  1.8692  -2.4702  -0.002
H  -3.5095  1.2094  -4.8121  0.000
C  -4.4359  -2.2669  2.4431  0.005
H  -4.7578  1.7276  -0.9135  0.000
H  0.0131  1.1732  2.9087  -0.002
H  0.9062  2.3795  -2.5107  0.001
H  5.1347  -0.2885  -0.7662  0.001
H  -4.8886  -3.2046  -0.7860  0.000
H  0.1046  -0.2894  3.8978  -0.001
C  -5.0083  -2.8426  1.3258  -0.004
H  -0.8182  -6.2327  -3.1253  0.000
H  -0.6978  -1.9430  -3.0056  -0.014
H  -1.1568  -4.0644  -4.2101  0.000
Ti  0.0021  0.0233  -0.0669  1.920
C  -3.7055  1.7058  -3.8616  0.000
H  -4.8574  -2.3969  3.4313  0.000
C  -3.6774  1.6890  -1.0590  0.027
N  0.5722  2.9778  -0.3546  0.029
C  -4.4324  -2.7047  0.0580  0.007
H  2.7786  -1.6092  -0.4422  -0.001
H  2.2085  -2.0914  2.0739  -0.001
N  1.8938  0.2736  -0.8336  -0.014
C  -0.0697  0.0871  2.8840  0.008
H  -2.8422  -1.8655  -1.1178  0.022
H  1.7968  0.0650  2.0295  0.010
C  -0.8041  -4.0897  -3.1878  0.003
H  -1.0590  0.4104  -3.4545  0.003
C  -1.4435  0.8090  -2.5157  -0.329
C  -3.2757  -1.5319  2.2398  -0.009
H  -0.9276  0.2740  -1.6914  0.259
H  -3.2271  1.2901  -0.1529  -0.004
H  -1.7280  2.1827  1.6962  -0.007
C  -0.9981  2.6995  1.0959  0.039
H  2.2523  3.6339  -1.6962  0.000
C  -3.2937  -1.9496  -0.1438  -0.023
N  0.2100  -1.9851  -0.3013  -0.068
H  -3.2963  2.6961  -1.2368  0.003
C  -0.5584  -2.9026  -2.5269  0.026
C  -0.7725  4.0681  1.0244  0.003
C  -0.1124  -2.9855  -1.2115  0.021
N  -0.1781  2.0367  0.2590  -0.032
N  -2.3964  -0.9263  3.1147  0.014
N  -1.5855  -0.5337  1.0820  -0.133
H  -3.1329  2.6335  -3.8130  0.000
H  0.8040  -4.6132  1.3753  0.000
C  -0.6102  -5.3303  -2.5668  0.001
H  -2.4992  -0.8725  4.1137  0.001
H  -1.2705  4.8525  1.5667  0.001
P  -3.2895  0.5659  -2.4741  -0.005
C  0.2411  4.1941  0.0889  0.027

Results
Charge: +1
Gap between HOMO and LUMO (alpha / beta), eV: 6.4 / 8.4
Expectation value of S²: 2.006
HOMO energy (alpha / beta), eV: -8.74 / -10.72
E, Ha: -2680.27779
Multiplicity: 3
Molar mass, g/mol: 548.2

=====

Density functional theory data (wB97M-V/def2-TZVPD) for a molecular structure, C25H32BO4Rh in a non-equilibrium geometry.

Last column: Mulliken spin population.
Positions of all 63 atoms, in Å:
C  -0.3819  0.3575  -3.9531  -0.001
H  2.3835  3.4700  -2.5079  0.000
H  0.3543  3.9694  3.2044  0.000
B  -0.5762  0.0917  2.9524  -0.036
C  -1.2396  -2.3478  -5.0201  0.000
H  2.3498  -0.7153  2.3151  0.002
H  -0.5257  3.5185  -2.1698  0.000
Rh  -0.5079  -1.2567  1.2375  1.247
H  1.5909  -2.5472  -5.3686  0.000
H  0.4730  -3.4243  -0.5611  0.012
H  -0.9760  -2.6683  -6.0330  0.000
H  1.1102  -3.1357  -3.7587  0.000
C  0.7289  -2.9165  0.3657  0.057
C  -0.0852  -0.2372  -5.2972  0.001
C  1.5158  2.8028  -2.7113  0.002
H  -1.8798  -2.1198  3.6815  -0.022
C  0.0608  -3.1165  1.6217  0.146
C  -2.6411  0.2624  1.4185  0.709
O  -0.4090  -0.8787  -3.1696  0.002
H  1.7950  0.9234  -0.3829  -0.022
H  -0.9199  -0.0806  -5.9764  0.000
O  -0.1565  1.4184  2.5915  0.119
H  0.3919  -2.1591  3.6362  -0.002
H  0.8721  0.0389  -5.7208  0.000
C  1.2481  0.8583  -1.3540  0.022
H  -2.1469  -1.7499  -5.1564  0.000
H  -0.3494  1.6605  -0.0884  -0.038
C  0.4918  0.9210  4.7381  0.014
C  0.3970  1.9095  3.7339  -0.002
H  -1.3168  0.9220  -3.8974  -0.001
H  1.1379  -0.2242  -1.5476  0.016
H  1.0098  4.6340  5.5725  0.000
H  -0.7050  -3.8483  1.8599  -0.005
H  -1.4587  -3.2509  -4.4548  0.000
C  1.7978  -1.9961  0.5681  0.332
O  2.0024  1.4422  -2.5042  0.003
C  0.5366  3.2540  4.0040  0.006
H  -2.5757  0.5009  3.6903  0.039
C  -2.7308  -0.9127  0.6618  0.200
H  1.1413  2.9288  7.3653  0.001
C  0.6483  -2.1874  2.5799  0.166
C  -0.0612  1.6273  -1.1543  0.077
C  1.7037  -1.4774  1.8853  0.070
H  -2.4652  -3.0948  1.1736  -0.002
H  0.9796  0.4732  6.7541  0.000
H  1.9838  -1.6078  -3.9131  0.001
C  0.8175  1.2622  6.0394  -0.002
H  1.2387  2.9835  -3.7903  0.001
C  1.2266  -2.2446  -4.3783  -0.001
H  0.6967  3.6332  -0.8865  0.000
O  -0.0867  -0.2371  4.3127  0.003
C  -2.0933  -1.5458  2.7876  0.737
C  -2.4198  -2.0565  1.5037  -0.018
H  -0.8677  1.1699  -1.7400  -0.007
C  0.3331  3.0167  -1.7182  0.008
H  0.4612  0.9478  -3.6037  0.001
H  -3.0453  -1.0591  -0.3661  0.027
C  -2.1979  -0.0536  2.8071  0.102
C  0.9682  2.6215  6.3318  0.006
H  2.5819  -1.7634  -0.1498  0.017
C  0.8620  3.5837  5.3265  -0.001
C  -0.1027  -1.5304  -4.4614  0.002
H  -2.9682  1.2405  1.0750  0.013

Results
Charge: 0
Gap between HOMO and LUMO (alpha / beta), eV: 5.2 / 6.4
Expectation value of S²: 6.028
HOMO energy (alpha / beta), eV: -4.52 / -7.98
E, Ha: -1407.89197
Multiplicity: 5
Molar mass, g/mol: 510.2

=====

Density functional theory data (wB97M-V/def2-TZVPD) for a molecular structure, C25H32GeNO5SSn.

Last column: Mulliken charge in e.
Positions of all 66 atoms, in Å:
H  5.3851  -1.3906  -5.6924  0.442
C  -2.9388  1.0337  -2.0885  0.889
H  6.3442  3.9649  -4.5704  0.379
H  -3.3354  6.4927  -3.7451  0.457
O  0.4301  1.3926  0.2969  -0.649
H  2.8007  0.5062  1.2744  0.440
H  -1.1146  -0.1748  4.9088  0.409
H  1.9600  0.0346  3.1594  0.402
C  6.6388  3.1267  -3.9410  -1.411
H  -4.1672  4.3697  -4.7055  0.484
H  2.6244  0.9592  -3.8599  0.046
H  7.3066  3.5074  -3.1676  0.355
H  4.7660  -3.5583  -4.6854  0.356
H  -3.9328  -1.1503  -3.3682  0.443
O  1.2539  -0.8986  1.4221  -0.365
O  1.5864  0.8159  -1.4951  -0.578
H  7.2070  2.4302  -4.5588  0.342
H  6.5607  1.5852  -1.7140  0.515
H  5.7947  -1.3904  -3.9805  0.255
C  4.6509  0.6361  -1.6742  -0.577
C  -3.1134  5.5606  -3.2405  -0.436
H  6.3181  0.5037  -3.0578  0.172
C  -3.2937  3.2062  -3.1190  0.935
C  5.4252  2.4429  -3.3240  -0.096
C  1.3768  0.7250  -0.2862  0.674
H  1.5263  -1.6660  3.3139  0.446
C  -2.3493  5.5979  -2.0345  -0.682
H  4.2528  1.3822  -0.9775  0.486
C  -2.2562  -0.6379  -0.4271  -0.228
H  4.3813  -0.4999  -4.6123  0.070
C  -2.0536  4.4555  -1.3635  -0.578
C  1.2575  -0.7311  2.8148  -0.504
C  -2.8833  -0.3322  -1.6578  0.849
C  -2.7852  -2.9540  -0.7506  -0.717
H  4.9836  -0.2198  -1.0817  0.539
C  2.5004  -1.7791  -2.7323  -0.427
N  -2.3524  2.0103  -1.3596  -0.183
C  -3.4504  -1.3650  -2.4217  -0.789
H  -1.7604  -2.1869  0.9743  0.478
Sn  -1.5246  1.0317  0.6773  1.348
C  5.8206  1.2598  -2.4491  -0.804
H  3.1367  -3.8127  -2.9373  0.421
Ge  3.1175  0.0667  -2.7298  0.039
H  3.3190  -2.7335  -5.2093  0.307
S  -3.7428  1.5775  -3.5044  -0.175
H  -1.4776  4.4646  -0.4479  0.453
C  3.5753  -2.8222  -3.0677  -0.670
C  -3.5876  4.3620  -3.7921  -0.583
H  -2.0139  6.5565  -1.6633  0.458
C  -0.1157  -0.3429  3.3049  0.507
C  4.1339  -2.6934  -4.4817  -0.571
O  -0.2314  -0.4332  4.5878  -0.391
H  -3.8408  -3.4633  -2.5492  0.470
H  4.8570  3.1636  -2.7245  0.262
C  2.1788  -0.1521  0.6593  -0.240
O  -1.0579  -0.0004  2.5744  -0.621
C  -2.2174  -1.9352  0.0265  -0.135
H  2.8326  -0.8279  0.1092  0.312
H  1.6702  -1.8429  -3.4394  0.441
C  4.9656  -1.4366  -4.6878  -0.726
H  2.0898  -1.9769  -1.7386  0.179
C  -3.3980  -2.6684  -1.9650  -0.916
H  4.3958  -2.7562  -2.3456  0.256
H  4.7556  2.1083  -4.1248  0.231
H  -2.7534  -3.9747  -0.3914  0.472
C  -2.5306  3.2220  -1.8985  0.038

Results
Charge: +3
Gap between HOMO and LUMO (alpha / beta), eV: 6.1 / 4.9
HOMO energy (alpha / beta), eV: -17.36 / -17.36
E, Ha: -4091.21161
Molar mass, g/mol: 649.9

=====

Density functional theory data (wB97M-V/def2-TZVPD) for a single C25H32N2O2 molecule.

Last column: Mulliken charge in e.
Positions of all 61 atoms, in Å:
C  2.2587  -0.0074  -1.4058  0.443
C  1.2374  2.1817  -1.1903  0.376
C  2.7248  -4.7545  1.3785  -1.825
H  2.8925  -2.5034  2.8196  0.394
C  0.0915  3.1108  -1.4799  -1.682
C  0.5967  -3.6630  0.6270  -0.270
C  -0.0458  -1.5112  1.5472  -0.633
H  -1.9011  1.2976  -1.8773  0.125
H  2.7896  -3.1020  -2.2284  0.242
C  -1.9547  -1.0938  0.4791  0.912
H  -0.8636  0.7058  -0.5661  0.238
C  -3.9175  1.9586  -0.4134  -0.635
H  4.0055  1.9186  0.7408  0.385
C  -0.7921  3.0789  0.9088  -1.391
H  -3.5477  3.7098  0.7687  0.314
C  2.2472  2.5429  -0.2977  -0.581
H  3.9996  -0.3431  -0.1791  0.412
N  -2.7988  1.1539  0.0339  0.465
H  0.5450  0.6172  -2.4902  0.373
H  2.9981  -2.4564  -0.5837  0.090
C  -2.1756  -3.1894  -1.0090  -1.758
O  2.1689  -1.2144  -2.0194  -0.433
H  0.4068  -4.5071  -0.0205  0.400
H  0.7503  1.9011  1.0830  0.251
H  3.7489  -4.3837  1.3800  0.388
H  -2.5727  -4.0898  -0.5385  0.308
C  1.9846  -2.5160  2.2325  -0.348
C  3.2307  1.6329  0.0448  -0.543
H  0.4077  4.1467  -1.3369  0.508
C  -1.6492  1.4193  -0.8062  -1.184
H  -4.1745  1.7266  -1.4660  0.408
H  2.2634  3.5372  0.1254  0.299
C  3.0762  -2.2257  -1.6497  -0.637
C  -0.3068  -2.6027  0.6845  1.083
H  -3.5170  -0.6261  -0.8851  0.302
C  -1.1415  2.8457  -0.5784  2.079
H  2.5975  -5.3793  2.2634  0.426
H  -1.7118  3.1682  1.4866  0.521
H  1.3044  -0.6115  2.9598  0.486
C  -1.5296  -2.3082  0.0063  -0.480
H  -2.4154  3.7382  -2.0603  0.474
O  -0.0875  2.0440  1.5454  -0.502
H  4.1066  -1.9500  -1.8978  0.416
H  -2.0029  4.8333  -0.7389  0.411
H  -2.9938  -2.6776  -1.5096  0.369
H  -3.9376  -0.3786  0.8233  0.334
N  -1.0803  -0.6343  1.4343  -0.030
C  -3.5942  3.4466  -0.2879  -0.832
H  -4.4047  4.0259  -0.7348  0.477
C  1.7392  -3.6200  1.4007  0.635
C  1.1066  -1.4583  2.3198  -0.992
H  -1.0870  0.3085  1.7983  0.319
H  -0.2152  2.9917  -2.5213  0.503
H  -4.7887  1.7222  0.2037  0.422
C  -3.1334  -0.2632  0.0858  -0.858
C  3.2346  0.3526  -0.4826  -0.459
H  2.5801  -5.3787  0.4996  0.356
C  -2.2761  3.8030  -0.9782  -1.478
C  1.2781  0.9201  -1.7595  -0.005
H  -0.2384  4.0262  0.9937  0.258
H  -1.4452  -3.4959  -1.7570  0.353

Results
Charge: 0
Gap between HOMO and LUMO, eV: 8.2
HOMO energy, eV: -7.44
E, Ha: -1231.85566
Molar mass, g/mol: 392.5
SMILES: COc1cccc(C[C@@]2(CO)CCCN(Cc3[nH]c4ccc(C)cc4c3C)C2)c1